DFT (the ωB97M-V functional and the def2-TZVPD basis) results for an isolated molecule of C9H11F3O2S in a non-equilibrium geometry.

The value obtained for the gap between HOMO and LUMO is 9.39 eV. The value obtained for the highest occupied orbital energy is -9.004 eV. For the LUMO energy, the calculation gives 0.39 eV. The calculated total energy comes out at -1197.71799 hartree. Its charge is 0.

Last column: natural (NBO) charge in e.
CARTESIAN COORDINATES (ANGSTROEM)
C1 0.39 -1.84 0.53  -0.413
C2 1.20 0.12 1.61  -0.412
C3 -0.05 -0.74 1.45  -0.238
C4 0.82 -0.86 -0.55  -0.250
C5 -0.96 0.19 0.63  -0.230
C6 -0.45 -0.01 -0.83  0.092
C7 1.68 0.13 0.22  -0.193
C8 -2.51 -0.05 0.99  -0.608
C9 2.51 1.00 -0.30  0.756
O1 -1.69 0.38 -3.35  -0.864
O2 -0.27 1.12 -1.56  -0.730
F1 3.05 1.06 -1.50  -0.298
F2 0.26 1.92 -3.95  -0.523
F3 3.12 1.94 0.48  -0.333
S1 -1.13 1.63 -2.97  1.825
H1 1.25 -2.24 1.08  0.224
H2 -0.34 -2.75 0.19  0.236
H3 1.04 1.14 1.92  0.230
H4 1.91 -0.33 2.32  0.217
H5 -0.36 -1.05 2.46  0.227
H6 1.19 -1.10 -1.57  0.242
H7 -0.79 1.28 0.83  0.215
H8 -1.13 -0.71 -1.46  0.202
H9 -2.80 -1.08 0.94  0.206
H10 -3.15 0.58 0.35  0.207
H11 -2.81 0.29 2.06  0.212


DFT (the ωB97M-V functional and the def2-TZVPD basis) results for a structure of composition CH2EuFLiO in a non-equilibrium geometry.

The value obtained for the gap between HOMO and LUMO (spin up / spin down) is 5.13 / 6.23 eV. The value obtained for the highest occupied orbital energy (spin up / spin down) is -10.387 / -10.493 eV. For the LUMO energy (spin up / spin down), the calculation gives -5.26 / -4.26 eV. Its spin multiplicity is 7. The calculated total energy comes out at -931.84589 hartree. As for the expectation value of S²: 12.0684. Its charge is +1.

Last column: Löwdin spin population.
CARTESIAN COORDINATES (ANGSTROEM)
C1 -0.58 0.39 -0.10  -0.031
O1 0.99 -0.25 -0.61  -0.022
Eu1 2.19 1.00 0.69  6.038
Li1 0.65 -1.89 0.13  0.025
F1 -1.08 -0.94 0.35  -0.001
H1 -1.02 0.67 -1.06  -0.001
H2 -1.16 1.01 0.60  -0.008


DFT (the ωB97M-V functional and the def2-TZVPD basis) results for a cluster of 2 separate species, C5H9NO2 in total in a non-equilibrium geometry.

The value obtained for the gap between HOMO and LUMO (spin up / spin down) is 7.85 / 7.85 eV. The value obtained for the highest occupied orbital energy (spin up / spin down) is -9.568 / -9.568 eV. Its energy above the lowest of the compared OMol25 structures with the same formula, charge and spin is 4.9390 eV. For the LUMO energy (spin up / spin down), the calculation gives -1.72 / -1.72 eV. The calculated total energy comes out at -400.99526 hartree. Its charge is 0.

Last column: natural (NBO) charge in e.
CARTESIAN COORDINATES (ANGSTROEM)
C1 0.68 -0.91 -2.78  -0.469
C2 0.87 0.10 1.52  -0.635
N1 1.36 -0.81 -1.62  -0.250
C3 -1.24 0.42 0.07  0.748
C4 -0.60 0.41 1.43  -0.123
C5 -1.36 0.69 2.48  -0.316
O1 -0.41 0.25 -0.95  -0.667
O2 -2.42 0.62 -0.14  -0.609
H1 1.82 0.10 -1.54  0.352
H2 -0.38 -0.34 -2.25  0.454
H3 0.92 -0.26 -3.62  0.219
H4 0.39 -1.93 -3.04  0.223
H5 1.21 0.13 2.56  0.215
H6 1.46 0.80 0.94  0.211
H7 1.08 -0.89 1.11  0.231
H8 -0.96 0.71 3.48  0.192
H9 -2.42 0.90 2.35  0.224


DFT (the ωB97M-V functional and the def2-TZVPD basis) results for a cluster of 2 separate species, C7H16O2 in total in a non-equilibrium geometry.

The value obtained for the gap between HOMO and LUMO is 10.60 eV. The value obtained for the highest occupied orbital energy is -9.866 eV. Its energy above the lowest of the compared OMol25 structures with the same formula, charge and spin is 2.1556 eV. For the LUMO energy, the calculation gives 0.73 eV. The calculated total energy comes out at -426.73664 hartree. Its charge is 0.

Last column: natural (NBO) charge in e.
CARTESIAN COORDINATES (ANGSTROEM)
C1 -0.18 0.89 -1.61  -0.621
C2 0.09 -0.57 -1.22  -0.091
C3 0.97 -1.24 -2.29  -0.607
C4 -1.23 -1.32 -1.09  -0.604
C5 0.84 -0.65 0.14  0.382
O1 0.05 -0.23 1.20  -0.763
O2 2.09 0.01 0.11  -0.721
H1 0.75 1.43 -1.79  0.201
H2 -0.73 0.92 -2.55  0.220
H3 -0.76 1.40 -0.85  0.204
H4 0.49 -1.18 -3.26  0.205
H5 1.12 -2.29 -2.05  0.207
H6 1.94 -0.76 -2.34  0.221
H7 -1.77 -1.30 -2.04  0.204
H8 -1.06 -2.36 -0.81  0.208
H9 -1.86 -0.86 -0.33  0.220
H10 1.10 -1.69 0.34  0.158
H11 -0.18 0.81 1.27  0.494
H12 1.94 0.95 -0.06  0.460
C6 -0.32 0.81 3.49  -0.263
C7 -0.85 1.84 2.81  -0.524
H13 0.73 0.75 3.71  0.199
H14 -0.90 -0.06 3.74  0.200
H15 -1.92 1.92 2.68  0.203
H16 -0.35 2.80 2.81  0.206


DFT (the ωB97M-V functional and the def2-TZVPD basis) results for an isolated molecule of C4H7NO.

The value obtained for the gap between HOMO and LUMO (spin up / spin down) is 8.52 / 8.52 eV. The value obtained for the highest occupied orbital energy (spin up / spin down) is -10.144 / -10.142 eV. Its energy above the lowest of the compared OMol25 structures with the same formula, charge and spin is 4.4494 eV. For the LUMO energy (spin up / spin down), the calculation gives -1.62 / -1.62 eV. The calculated total energy comes out at -286.46813 hartree. Its charge is 0.

Last column: natural (NBO) charge in e.
CARTESIAN COORDINATES (ANGSTROEM)
C1 0.37 1.57 -0.51  -0.609
C2 -0.54 0.45 -0.03  -0.325
C3 -0.03 -0.94 -0.45  -0.521
C4 0.15 -1.57 0.88  0.511
O1 0.65 -2.62 1.30  -0.492
N1 -0.41 -0.99 1.91  -0.160
H1 0.02 2.55 -0.19  0.220
H2 1.40 1.45 -0.17  0.215
H3 0.39 1.55 -1.61  0.216
H4 -1.58 0.61 -0.31  0.222
H5 -0.78 -1.53 -0.97  0.251
H6 0.89 -0.96 -1.04  0.239
H7 -0.57 0.44 1.12  0.233


DFT (the ωB97M-V functional and the def2-TZVPD basis) results for a structure of composition BaH32O16 in a non-equilibrium geometry.

The value obtained for the gap between HOMO and LUMO is 10.42 eV. The value obtained for the highest occupied orbital energy is -15.955 eV. Its energy above the lowest of the compared OMol25 structures with the same formula, charge and spin is 0.5149 eV. For the LUMO energy, the calculation gives -5.53 eV. The calculated total energy comes out at -1248.18574 hartree. Its charge is +2.

Last column: natural (NBO) charge in e.
CARTESIAN COORDINATES (ANGSTROEM)
Ba1 -0.15 0.73 0.25  1.867
O1 -0.21 -4.24 0.10  -0.965
H1 -1.07 -4.21 -0.33  0.488
H2 0.32 -4.81 -0.45  0.496
O2 0.83 2.96 1.41  -0.984
H3 1.49 3.59 1.12  0.495
H4 0.75 3.10 2.36  0.505
O3 1.21 -0.78 2.11  -1.009
H5 0.58 -1.19 2.71  0.507
H6 1.97 -0.59 2.66  0.496
O4 -1.13 0.83 2.73  -0.991
H7 -0.68 0.88 3.58  0.499
H8 -2.06 0.80 2.96  0.509
O5 2.86 3.16 -1.17  -0.959
H9 3.29 3.57 -1.92  0.512
H10 2.13 3.75 -0.96  0.471
O6 -1.27 -1.84 0.57  -1.003
H11 -0.62 -2.54 0.59  0.511
H12 -2.03 -2.20 1.02  0.490
O7 0.81 -1.06 -1.59  -1.000
H13 0.61 -1.03 -2.53  0.489
H14 1.62 -1.56 -1.53  0.516
O8 -1.96 0.66 -1.95  -0.982
H15 -2.87 0.48 -2.18  0.505
H16 -1.66 1.25 -2.64  0.492
O9 2.58 -2.52 -0.14  -0.971
H17 2.76 -3.33 0.34  0.492
H18 2.37 -1.89 0.54  0.484
O10 4.14 -0.35 -3.26  -0.923
H19 3.87 0.16 -2.49  0.453
H20 4.12 -1.26 -2.96  0.471
O11 -2.66 2.01 0.67  -1.006
H21 -3.54 1.69 0.50  0.511
H22 -2.70 2.95 0.50  0.474
O12 0.27 -1.84 4.38  -0.949
H23 0.93 -1.97 5.06  0.499
H24 0.39 -2.57 3.78  0.475
O13 -0.43 3.17 -1.21  -0.978
H25 -1.15 3.79 -1.07  0.498
H26 0.09 3.57 -1.91  0.493
O14 -4.94 1.12 -0.17  -0.967
H27 -5.50 1.70 -0.69  0.499
H28 -5.44 0.32 -0.07  0.505
O15 -2.57 -2.39 -2.33  -0.942
H29 -2.19 -1.51 -2.38  0.466
H30 -1.98 -2.93 -2.86  0.473
O16 2.60 0.59 -0.34  -1.008
H31 3.50 0.28 -0.34  0.498
H32 2.68 1.54 -0.48  0.501